(1)
{
  "formula": "C5H10NS",
  "method": "ωB97M-V/def2-TZVPD",
  "total_charge": 1,
  "lumo_ev": [-4.58, -3.86],
  "multiplicity": 1,
  "species": ["C", "C", "C", "C", "C", "N", "S", "H", "H", "H", "H", "H", "H", "H", "H", "H", "H"],
  "coordinates": [[-0.61677, -0.09361, -1.20648], [0.33435, 0.66193, -0.66384], [-1.74397, -0.88145, -0.57095], [0.39485, 1.02183, 0.66063], [-0.77385, -1.47096, 0.37270], [1.64236, 1.83117, 1.11815], [0.49954, -2.56496, 0.09924], [-0.49274, -0.39385, -2.23088], [1.11194, 1.12215, -1.32952], [-2.64022, -0.36580, -0.25803], [-2.13789, -1.64121, -1.27756], [-0.31391, 0.96241, 1.40353], [-0.76913, -1.14538, 1.41202], [1.21725, 2.74833, 1.30315], [2.31742, 1.83075, 0.30447], [1.99058, 1.34939, 1.92744], [-0.01981, -2.97074, -1.06407]],
  "forces_ev_per_angstrom": [[-2.5, -1.9, -1.9], [1.9, 3.0, 2.0], [0.2, -1.0, -0.6], [3.2, 1.1, -1.7], [-0.8, -0.5, 0.1], [-2.1, -0.4, -2.2], [-0.7, -0.5, 0.1], [0.4, -0.2, -0.3], [-0.6, -0.8, 0.5], [0.2, 0.3, 0.9], [0.5, 0.5, 0.1], [-1.3, -0.3, 1.5], [0.2, 0.4, -0.3], [1.2, 0.0, 0.3], [-0.7, 0.3, 1.5], [0.7, 0.3, 0.5], [0.3, -0.2, -0.3]]
}



(2)
{
  "formula": "C5H10O",
  "method": "ωB97M-V/def2-TZVPD",
  "total_charge": 0,
  "lumo_ev": 1.01,
  "multiplicity": 1,
  "species": ["O", "C", "C", "C", "C", "C", "H", "H", "H", "H", "H", "H", "H", "H", "H", "H"],
  "coordinates": [[1.68127, 1.46498, -0.03153], [0.99487, 0.56537, -0.88789], [-0.52227, 0.84258, -0.90025], [-1.04585, -0.07587, 0.16905], [-0.15960, -1.01481, 0.48928], [1.14080, -0.82648, -0.24682], [1.50910, 2.36179, -0.34377], [1.42516, 0.60286, -1.89793], [-0.74904, 1.90214, -0.72704], [-0.96930, 0.57515, -1.86739], [-2.03661, 0.03067, 0.59201], [-0.33347, -1.83344, 1.18159], [2.00512, -0.81595, 0.42470], [1.30671, -1.61388, -0.99320], [-2.38232, -1.18524, 2.85558], [-1.79526, -0.91379, 2.49190]],
  "forces_ev_per_angstrom": [[0.0, 0.3, 0.0], [-0.1, -0.3, -0.2], [0.0, 0.0, 0.0], [0.0, -0.1, 0.1], [-0.1, 0.1, 0.0], [0.1, 0.0, -0.1], [0.1, -0.1, 0.1], [0.0, 0.0, 0.1], [0.1, -0.1, 0.0], [0.1, 0.1, 0.1], [0.0, -0.1, -0.1], [0.1, 0.2, -0.1], [-0.1, -0.1, -0.1], [0.0, 0.1, 0.1], [0.0, 0.0, 0.0], [-0.1, 0.0, 0.2]]
}



(3)
{
  "formula": "C5H10O",
  "method": "ωB97M-V/def2-TZVPD",
  "total_charge": 0,
  "lumo_ev": [0.19, 0.12],
  "multiplicity": 1,
  "species": ["C", "C", "C", "O", "C", "C", "H", "H", "H", "H", "H", "H", "H", "H", "H", "H"],
  "coordinates": [[1.87857, 0.27360, 0.02227], [0.93942, -0.48249, -0.75672], [-0.57572, -0.30841, 0.11540], [-0.51996, -1.23116, 1.17205], [-0.43677, 1.08169, 0.67904], [-1.79610, -0.22086, -0.56483], [2.38861, 1.12697, -0.41835], [2.42053, -0.22579, 0.82208], [0.83638, 1.02173, 0.80701], [1.06191, -1.56555, -0.74304], [0.77617, -0.11412, -1.77161], [-0.89059, -2.06322, 0.85175], [-0.99537, 1.25872, 1.60074], [-0.56026, 1.88251, -0.05258], [-2.62837, -0.89169, -0.35880], [-1.89846, 0.45806, -1.40441]],
  "forces_ev_per_angstrom": [[0.7, 0.1, 0.1], [-1.2, -0.3, -0.1], [1.0, 0.5, -0.1], [-0.2, -0.3, 0.0], [0.9, 0.2, 0.3], [-0.9, -0.5, -0.8], [-0.1, -0.1, 0.1], [-0.1, 0.1, -0.1], [-0.7, 0.3, 0.2], [0.1, 0.1, -0.1], [0.1, -0.1, 0.1], [0.1, 0.1, 0.1], [0.1, 0.0, -0.1], [0.0, -0.2, 0.1], [0.1, 0.1, 0.0], [0.0, -0.1, 0.1]]
}



(4)
{
  "formula": "C5H10O",
  "method": "ωB97M-V/def2-TZVPD",
  "total_charge": 0,
  "lumo_ev": 1.01,
  "multiplicity": 1,
  "species": ["C", "C", "C", "C", "C", "O", "H", "H", "H", "H", "H", "H", "H", "H", "H", "H"],
  "coordinates": [[-1.11550, -0.81445, -1.17094], [0.06211, 0.12192, -0.98587], [-0.19375, 1.43206, -0.27490], [0.61874, 0.36855, 0.39139], [0.19499, -0.49348, 1.55654], [1.97420, 0.74215, 0.45545], [-1.46323, -0.81033, -2.20886], [-0.87553, -1.84867, -0.89764], [-1.96220, -0.49915, -0.54948], [0.80417, 0.12644, -1.78212], [0.36677, 2.31367, -0.57076], [-1.22197, 1.62123, 0.02073], [0.47267, -0.02729, 2.50651], [0.71638, -1.45975, 1.48979], [-0.87766, -0.70462, 1.56508], [2.49980, -0.06827, 0.45506]],
  "forces_ev_per_angstrom": [[0.0, 0.0, 0.0], [0.0, -0.1, -0.1], [-0.1, 0.2, 0.1], [-0.3, -0.1, 0.0], [0.0, 0.0, 0.0], [0.2, -0.2, 0.0], [0.1, 0.0, 0.1], [0.0, 0.1, -0.1], [0.1, -0.1, -0.1], [-0.1, 0.1, 0.1], [-0.1, -0.2, 0.0], [0.2, -0.1, 0.1], [-0.1, 0.0, -0.1], [-0.1, 0.1, 0.1], [0.1, 0.1, 0.0], [0.0, 0.1, 0.0]]
}



(5)
{
  "formula": "C5H10O",
  "method": "ωB97M-V/def2-TZVPD",
  "total_charge": 0,
  "lumo_ev": 0.94,
  "multiplicity": 1,
  "species": ["C", "C", "O", "C", "C", "C", "H", "H", "H", "H", "H", "H", "H", "H", "H", "H"],
  "coordinates": [[-0.05043, -0.85395, 1.93964], [-0.44228, -0.99645, 0.47953], [-1.00378, -2.00995, 0.11629], [-0.32153, 0.12624, -0.56103], [0.59083, -0.23290, -1.74723], [-0.03370, 1.55662, -0.08158], [0.91185, -0.36729, 2.12912], [-0.82273, -0.27056, 2.45965], [-0.05495, -1.86521, 2.35291], [-1.33513, 0.01785, -0.96463], [0.45907, -1.28114, -2.02688], [1.65460, -0.03757, -1.55958], [0.29399, 0.38350, -2.60428], [1.02923, 1.69506, 0.15601], [-0.61147, 1.86687, 0.79633], [-0.26357, 2.26887, -0.88427]],
  "forces_ev_per_angstrom": [[0.0, -0.1, 0.0], [-0.1, 0.0, 0.0], [0.4, 0.1, 0.2], [-0.1, 0.0, -0.1], [0.0, -0.1, 0.0], [0.0, 0.0, 0.1], [-0.1, 0.0, -0.2], [0.1, 0.0, -0.2], [0.1, 0.2, 0.1], [0.0, 0.6, -0.1], [0.0, 0.1, 0.0], [-0.2, -0.1, 0.1], [0.1, -0.1, 0.1], [-0.2, -0.1, 0.0], [0.0, -0.2, -0.1], [0.0, -0.2, 0.1]]
}



(6)
{
  "formula": "C5H10O",
  "method": "ωB97M-V/def2-TZVPD",
  "total_charge": 0,
  "lumo_ev": [-2.03, -2.04],
  "multiplicity": 1,
  "species": ["O", "C", "C", "C", "C", "C", "H", "H", "H", "H", "H", "H", "H", "H", "H", "H"],
  "coordinates": [[-1.03011, -1.34968, 1.72677], [0.48627, -1.05400, -0.38002], [1.25932, 0.00954, 0.37428], [0.10246, 0.85510, 0.86529], [-0.80313, 1.01893, -0.35942], [-0.60103, -0.29814, -1.15913], [-0.03976, -1.63531, 0.44809], [1.06656, -1.77910, -0.95951], [1.88550, -0.39134, 1.17716], [1.89759, 0.58866, -0.30898], [0.34419, 1.77678, 1.40400], [-0.43905, 0.16899, 1.60100], [-1.84676, 1.18609, -0.07817], [-0.48232, 1.88723, -0.94751], [-1.52007, -0.88858, -1.21710], [-0.27965, -0.09516, -2.18676]],
  "forces_ev_per_angstrom": [[-0.2, -0.2, 0.2], [-0.2, -0.4, 0.1], [0.3, 0.1, -0.1], [-0.3, 0.0, 0.3], [0.0, 0.0, 0.0], [0.0, 0.0, 0.0], [0.2, 0.0, -0.5], [-0.1, 0.2, 0.1], [-0.1, 0.1, -0.1], [0.0, -0.1, 0.1], [0.0, -0.1, -0.1], [0.1, 0.5, -0.2], [0.1, 0.0, -0.1], [0.0, -0.1, 0.1], [0.1, 0.1, 0.0], [0.0, 0.0, 0.2]]
}



(7)
{
  "formula": "C5H10O",
  "method": "ωB97M-V/def2-TZVPD",
  "total_charge": 0,
  "lumo_ev": 0.78,
  "multiplicity": 1,
  "species": ["C", "C", "C", "C", "C", "O", "H", "H", "H", "H", "H", "H", "H", "H", "H", "H"],
  "coordinates": [[0.32738, 0.97556, -1.16989], [-0.75532, -0.53530, -0.46342], [-1.95027, -0.40437, 0.50553], [0.40869, -1.19494, 0.22574], [0.91495, 0.16052, 0.45657], [2.27698, 0.29448, 0.27307], [0.76499, 1.95562, -0.89086], [1.07449, 0.43155, -1.75140], [-0.49220, 1.20471, -1.85579], [-1.86174, -1.15662, 1.30769], [-2.85324, -0.67324, -0.06156], [-2.19017, 0.54329, 1.00827], [0.19357, -1.78270, 1.11745], [1.05098, -1.72532, -0.47962], [0.53431, 0.70416, 1.32479], [2.55660, 1.20260, 0.45344]],
  "forces_ev_per_angstrom": [[0.1, 0.2, -0.2], [-0.2, -0.4, 0.1], [0.1, 0.1, -0.1], [0.1, -0.1, 0.0], [-0.1, -0.1, 0.2], [0.0, 0.2, 0.0], [-0.1, -0.2, 0.2], [-0.2, 0.1, 0.0], [0.0, 0.0, 0.4], [0.1, 0.2, -0.1], [0.2, 0.2, 0.0], [0.4, 0.0, -0.3], [0.0, 0.1, -0.1], [0.0, -0.1, 0.2], [-0.1, -0.1, -0.3], [-0.1, -0.1, -0.1]]
}



(8)
{
  "formula": "C5H10O",
  "method": "ωB97M-V/def2-TZVPD",
  "total_charge": 0,
  "lumo_ev": 0.90,
  "multiplicity": 1,
  "species": ["C", "C", "C", "C", "C", "O", "H", "H", "H", "H", "H", "H", "H", "H", "H", "H"],
  "coordinates": [[-0.68239, 1.40283, 1.00816], [-0.20148, 0.08310, 0.40619], [-0.66325, -0.06535, -1.06276], [0.09197, -1.15268, -1.79728], [1.32487, -0.01113, 0.54587], [-0.12312, -2.26692, -1.11257], [-1.77460, 1.49473, 0.98922], [-0.34500, 1.49158, 2.04868], [-0.25884, 2.24721, 0.44861], [-0.64466, -0.74437, 0.97397], [-1.73753, -0.31454, -1.08300], [-0.53414, 0.88215, -1.60025], [1.72608, -0.95434, 0.15932], [1.60893, 0.06128, 1.60171], [1.81684, 0.81103, 0.01111], [0.39630, -2.96461, -1.53698]],
  "forces_ev_per_angstrom": [[0.0, 0.0, 0.0], [0.1, -0.1, 0.1], [0.1, 0.1, -0.1], [-0.4, -0.1, 0.4], [0.1, 0.0, 0.0], [0.2, 0.1, -0.3], [0.2, 0.0, 0.0], [-0.1, 0.0, -0.2], [-0.1, -0.1, 0.1], [0.1, 0.1, -0.1], [0.2, 0.0, 0.0], [0.0, -0.2, 0.1], [-0.1, 0.2, 0.1], [0.0, 0.0, -0.1], [-0.1, -0.1, 0.0], [-0.2, 0.0, 0.0]]
}